Entry 1:
{
  "formula": "C48H69AsN7O4OsPSTe",
  "method": "the ωB97M-V functional and the def2-TZVPD basis",
  "energy_ev": -160216.37011,
  "e_homo_ev": [-14.30, -14.88],
  "e_above_lowest_kcal_mol": 7.1,
  "spin_multiplicity": 6,
  "orbital_gap_ha": [0.290, 0.210],
  "charge": 3,
  "elements": ["Os", "C", "C", "N", "C", "C", "C", "S", "N", "C", "O", "C", "C", "C", "C", "C", "C", "H", "H", "H", "H", "H", "H", "H", "H", "H", "H", "H", "H", "H", "H", "H", "C", "As", "C", "C", "H", "H", "H", "H", "H", "H", "H", "H", "H", "C", "N", "C", "N", "C", "N", "C", "P", "C", "C", "H", "H", "H", "H", "H", "H", "H", "H", "H", "H", "H", "H", "H", "N", "C", "C", "O", "O", "H", "H", "H", "H", "H", "C", "C", "C", "C", "C", "C", "Te", "N", "C", "O", "C", "C", "C", "C", "C", "C", "C", "C", "C", "C", "C", "C", "C", "C", "C", "C", "C", "C", "H", "H", "H", "H", "H", "H", "H", "H", "H", "H", "H", "H", "H", "H", "H", "H", "H", "H", "H", "H", "H", "H", "H", "H", "H", "H", "H"],
  "coordinates": [[0.0708, -0.0028, -0.6359], [-0.5359, -5.6142, -3.5656], [0.8019, -5.2696, -2.9349], [0.6270, -4.4664, -1.7053], [0.6562, -5.2305, -0.4511], [2.0723, -5.3932, 0.0791], [0.5253, -3.1472, -1.7772], [0.3755, -2.2916, -0.2200], [0.6207, -2.6042, -2.9800], [0.4354, -1.3556, -3.3688], [-0.0221, -0.3810, -2.6749], [0.7489, -1.0701, -4.7853], [0.8309, -2.1060, -5.7168], [1.1097, -1.8247, -7.0433], [1.3271, -0.5137, -7.4466], [1.2583, 0.5223, -6.5231], [0.9601, 0.2440, -5.2016], [-0.3803, -6.2415, -4.4428], [-1.0579, -4.7091, -3.8790], [-1.1732, -6.1657, -2.8723], [1.4285, -4.7070, -3.6199], [1.3418, -6.1674, -2.6371], [0.2111, -6.2013, -0.6689], [0.0158, -4.7446, 0.2771], [2.7145, -5.8738, -0.6595], [2.0675, -6.0177, 0.9727], [2.5070, -4.4251, 0.3349], [0.6595, -3.1241, -5.3971], [1.1585, -2.6271, -7.7670], [1.5536, -0.2991, -8.4826], [1.4423, 1.5409, -6.8386], [0.9149, 1.0378, -4.4700], [-4.0611, -1.4704, 0.9790], [-2.2748, -2.1748, 1.2682], [-2.5467, -4.0888, 1.1823], [-1.8621, -1.8610, 3.1338], [-4.7410, -2.0455, 1.6097], [-4.3434, -1.5899, -0.0641], [-4.0975, -0.4218, 1.2632], [-3.4374, -4.3198, 1.7684], [-1.6922, -4.6001, 1.6185], [-2.6956, -4.4133, 0.1548], [-2.4875, -2.5321, 3.7244], [-2.0720, -0.8253, 3.3898], [-0.8117, -2.0787, 3.3185], [-3.0266, 4.1425, -2.1562], [-1.9258, 4.6025, -1.1881], [-0.7996, 5.2569, -2.0082], [-0.3407, 4.3694, -3.0182], [-1.4351, 3.9521, -3.8930], [-2.4932, 3.2733, -3.1447], [-2.0495, 1.9795, -2.6088], [-0.6394, 2.1726, -1.4226], [-1.4150, 3.4624, -0.3540], [0.4282, 3.2464, -2.4840], [-3.4290, 5.0473, -2.6113], [-3.7920, 3.6541, -1.5547], [-2.3102, 5.3070, -0.5561], [-0.0121, 5.5136, -1.3006], [-1.2321, 6.1562, -2.4459], [-1.0487, 3.2817, -4.6585], [-1.8557, 4.8330, -4.3794], [-1.7366, 1.3349, -3.4304], [-2.8832, 1.4838, -2.1060], [-0.6892, 3.8554, 0.3588], [-2.2626, 3.0437, 0.1859], [0.8154, 2.6546, -3.3118], [1.2657, 3.6034, -1.8916], [2.8269, 5.0018, 2.8265], [2.9455, 3.8321, 1.8955], [1.6736, 3.8732, 1.0318], [0.8945, 4.8284, 1.2928], [1.5294, 2.9795, 0.1849], [3.5602, 5.6962, 2.7064], [2.7921, 4.7328, 3.8065], [1.8919, 5.3953, 2.5119], [2.9732, 2.9057, 2.4590], [3.8458, 3.9189, 1.2940], [6.6513, -4.6156, 5.9976], [5.8025, -3.7828, 5.0846], [4.4745, -3.5012, 5.3918], [3.6815, -2.7348, 4.5534], [2.2535, -2.4511, 4.9449], [4.2498, -2.2254, 3.3711], [3.0023, -1.0184, 2.2134], [0.3500, 0.3818, 1.1360], [0.3003, 1.0670, 2.2873], [1.2998, 1.1734, 3.0227], [-0.9997, 1.6717, 2.7306], [-2.1977, 1.4373, 2.0623], [-3.3846, 1.9890, 2.5244], [-3.3829, 2.7861, 3.6620], [-2.1919, 3.0205, 4.3384], [-1.0097, 2.4621, 3.8786], [4.3633, 0.4992, 1.7433], [4.5258, 0.8678, 0.4043], [3.6674, 0.3209, -0.7048], [5.5126, 1.8000, 0.1026], [6.3163, 2.3652, 1.0879], [7.4216, 3.3187, 0.7332], [6.0853, 2.0108, 2.4154], [5.1161, 1.0804, 2.7735], [4.9254, 0.7437, 4.2293], [5.5844, -2.5110, 3.0176], [6.2356, -2.0456, 1.7416], [6.3269, -3.2905, 3.8902], [6.1365, -4.8426, 6.9290], [7.5833, -4.1014, 6.2348], [6.9170, -5.5586, 5.5163], [4.0503, -3.8877, 6.3114], [1.9837, -3.0124, 5.8375], [1.5540, -2.7451, 4.1547], [2.0886, -1.3920, 5.1617], [-2.1906, 0.8145, 1.1749], [-4.3177, 1.7972, 2.0063], [-4.3074, 3.2136, 4.0278], [-2.1900, 3.6301, 5.2322], [-0.0804, 2.6177, 4.4093], [3.4734, -0.7500, -0.6030], [4.1441, 0.4749, -1.6721], [2.7060, 0.8476, -0.7102], [5.6704, 2.0788, -0.9337], [7.2930, 3.7300, -0.2667], [8.3843, 2.8042, 0.7570], [7.4831, 4.1420, 1.4455], [6.6918, 2.4585, 3.1969], [5.3080, 1.5490, 4.8559], [5.4606, -0.1676, 4.5028], [3.8714, 0.6026, 4.4832], [5.5428, -2.0459, 0.8972], [7.0608, -2.7076, 1.4845], [6.6402, -1.0365, 1.8386], [7.3509, -3.5339, 3.6283]]
}


Entry 2:
{
  "formula": "C48H69N4O6P2S2V",
  "method": "the ωB97M-V functional and the def2-TZVPD basis",
  "energy_ev": -135081.36288,
  "e_homo_ev": [-6.34, -5.62],
  "e_above_lowest_kcal_mol": 0.0,
  "spin_multiplicity": 3,
  "orbital_gap_ha": [0.240, 0.208],
  "elements": ["V", "C", "O", "C", "C", "C", "C", "C", "C", "N", "N", "C", "C", "O", "C", "C", "C", "C", "C", "C", "C", "C", "H", "H", "H", "H", "H", "H", "H", "H", "H", "H", "H", "H", "H", "S", "C", "C", "C", "C", "C", "N", "C", "S", "N", "C", "H", "H", "H", "H", "H", "H", "H", "H", "O", "P", "C", "C", "C", "C", "C", "C", "C", "C", "C", "C", "C", "C", "C", "C", "C", "C", "C", "C", "H", "H", "H", "H", "H", "H", "H", "H", "H", "H", "H", "H", "H", "H", "H", "H", "H", "H", "H", "H", "H", "H", "H", "H", "H", "H", "H", "H", "H", "H", "H", "H", "H", "C", "C", "O", "P", "O", "C", "C", "O", "C", "C", "H", "H", "H", "H", "H", "H", "H", "H", "H", "H", "H", "H", "H", "H", "H"],
  "coordinates": [[0.7621, -0.5195, -0.0278], [2.7626, -1.6168, -2.5460], [2.4704, -1.6137, -1.1520], [2.7292, -2.7776, -0.4517], [3.2996, -3.9132, -1.0005], [3.4918, -5.0261, -0.1893], [3.1245, -5.0018, 1.1482], [2.5632, -3.8568, 1.6935], [2.3641, -2.7481, 0.8920], [1.7840, -1.5258, 1.3374], [2.0952, -1.2361, 2.5283], [1.8346, 0.0342, 2.9590], [1.8218, 1.1358, 2.0699], [1.8131, 1.0397, 0.7842], [1.8929, 2.4509, 2.6518], [1.8997, 2.6434, 3.9893], [1.8693, 1.5441, 4.9047], [1.8629, 1.7433, 6.2996], [1.8371, 0.6756, 7.1594], [1.8167, -0.6307, 6.6405], [1.8204, -0.8493, 5.2860], [1.8529, 0.2364, 4.3851], [3.8353, -1.7442, -2.7028], [2.4370, -0.6504, -2.9106], [2.2029, -2.4080, -3.0464], [3.5839, -3.9467, -2.0420], [3.9291, -5.9195, -0.6158], [3.2707, -5.8771, 1.7672], [2.2495, -3.8080, 2.7275], [1.9105, 3.2869, 1.9630], [1.9283, 3.6497, 4.3937], [1.8788, 2.7583, 6.6815], [1.8294, 0.8345, 8.2302], [1.7878, -1.4765, 7.3168], [1.7740, -1.8543, 4.8886], [-1.7256, 0.9626, 1.8476], [-0.6435, 0.1558, 0.9832], [-1.9781, 1.5275, 5.7146], [-1.8242, 0.0529, 5.8882], [-1.9677, -0.6171, 7.0685], [-1.7793, -2.0148, 7.0419], [-1.4990, -2.6883, 5.9498], [-1.3643, -2.0302, 4.7675], [-1.0066, -2.7756, 3.3218], [-1.5239, -0.6587, 4.7875], [-1.8856, -2.8156, 8.3061], [-2.2283, 1.9985, 6.6622], [-2.7627, 1.7403, 4.9868], [-1.0502, 1.9569, 5.3335], [-2.2022, -0.0914, 7.9815], [-1.4221, -0.1528, 3.9005], [-2.2208, -2.2101, 9.1465], [-0.9105, -3.2439, 8.5424], [-2.5740, -3.6461, 8.1545], [0.3869, 0.4031, -2.0569], [0.1180, 1.8688, -2.3479], [1.4788, 2.9251, -1.7312], [2.8548, 2.2393, -1.8091], [3.8753, 3.0103, -0.9660], [3.7352, 4.5379, -1.1181], [2.9679, 4.8904, -2.3869], [1.5317, 4.3668, -2.3026], [-1.3949, 2.4011, -1.4971], [-1.8691, 3.8382, -1.8374], [-3.1718, 3.8264, -2.6315], [-4.2995, 3.1684, -1.8315], [-3.8129, 1.9280, -1.0548], [-2.5242, 1.3643, -1.6452], [-0.1225, 2.1930, -4.1410], [1.1881, 2.2027, -4.9560], [1.5002, 0.8033, -5.4773], [0.4727, 0.3969, -6.5436], [-0.8939, 1.0386, -6.2642], [-1.1318, 1.1992, -4.7649], [1.2452, 2.9725, -0.6615], [3.2005, 2.1735, -2.8421], [2.7854, 1.2229, -1.4322], [4.8804, 2.6937, -1.2541], [3.7425, 2.7203, 0.0759], [4.7178, 5.0119, -1.1219], [3.1976, 4.9547, -0.2600], [3.4775, 4.4581, -3.2539], [2.9484, 5.9702, -2.5474], [1.0675, 4.4370, -3.2887], [0.9599, 5.0261, -1.6453], [-1.1015, 2.3655, -0.4414], [-1.1100, 4.3959, -2.3868], [-2.0251, 4.3890, -0.9058], [-3.0149, 3.2903, -3.5727], [-3.4526, 4.8451, -2.9068], [-5.1164, 2.9040, -2.5069], [-4.7070, 3.8993, -1.1285], [-4.5870, 1.1585, -1.0481], [-3.6226, 2.1825, -0.0100], [-2.6938, 1.0976, -2.6897], [-2.2183, 0.4518, -1.1332], [-0.5584, 3.1961, -4.1830], [2.0124, 2.6010, -4.3714], [1.0706, 2.8829, -5.8052], [1.4576, 0.1052, -4.6379], [2.5126, 0.7554, -5.8821], [0.3761, -0.6911, -6.5669], [0.8229, 0.6992, -7.5333], [-1.6920, 0.4378, -6.7038], [-0.9535, 2.0211, -6.7416], [-1.0395, 0.2260, -4.2789], [-2.1497, 1.5449, -4.5906], [-4.4277, -1.9346, -0.7603], [-3.0688, -1.9971, -0.1088], [-2.1364, -2.4947, -1.0928], [-0.5532, -2.5124, -0.7753], [-0.3669, -3.6695, 0.3115], [-0.6890, -5.0568, 0.1218], [-2.0754, -5.3847, 0.6326], [-0.0624, -3.2208, -2.1467], [-0.8710, -3.5680, -3.2789], [-1.1780, -2.3577, -4.1311], [-5.1633, -1.5636, -0.0453], [-4.7434, -2.9224, -1.0998], [-4.4103, -1.2625, -1.6196], [-3.0616, -2.6633, 0.7558], [-2.7439, -1.0161, 0.2341], [0.0696, -5.6020, 0.6832], [-0.5741, -5.3127, -0.9341], [-2.1973, -5.0128, 1.6505], [-2.2144, -6.4676, 0.6401], [-2.8463, -4.9465, -0.0027], [-1.7855, -4.0582, -2.9441], [-0.2762, -4.2936, -3.8355], [-1.7505, -1.6280, -3.5587], [-1.7605, -2.6511, -5.0069], [-0.2525, -1.8865, -4.4674]]
}


Entry 3:
{
  "formula": "C48H70Br17IO3",
  "method": "the ωB97M-V functional and the def2-TZVPD basis",
  "energy_ev": -1255846.22702,
  "e_homo_ev": -7.58,
  "orbital_gap_ha": 0.226,
  "elements": ["C", "C", "C", "C", "C", "C", "C", "C", "C", "C", "C", "C", "C", "C", "C", "C", "O", "C", "C", "C", "C", "C", "C", "C", "C", "C", "C", "O", "C", "C", "I", "C", "C", "Br", "C", "C", "O", "H", "H", "H", "H", "H", "H", "H", "H", "H", "H", "H", "H", "H", "H", "H", "H", "H", "H", "H", "H", "H", "H", "H", "H", "H", "H", "H", "H", "H", "H", "H", "H", "H", "H", "H", "H", "H", "H", "Br", "C", "C", "Br", "H", "H", "H", "H", "Br", "C", "C", "Br", "H", "H", "H", "H", "Br", "C", "C", "Br", "H", "H", "H", "H", "Br", "C", "C", "Br", "H", "H", "H", "H", "Br", "C", "C", "Br", "H", "H", "H", "H", "Br", "C", "C", "Br", "H", "H", "H", "H", "Br", "C", "C", "Br", "H", "H", "H", "H", "Br", "C", "C", "Br", "H", "H", "H", "H"],
  "coordinates": [[-3.9142, 3.5204, 0.9253], [-2.9610, 2.7585, 0.1841], [-2.0676, 1.4990, -0.4584], [-1.2975, 2.0385, -1.8025], [-2.1572, 2.2109, -3.2208], [-1.3641, 2.7083, -4.5889], [-2.2926, 2.8033, -5.9725], [-2.3008, 1.3336, -6.7574], [-2.7588, 0.0805, -5.8038], [-2.7610, -1.3780, -6.5946], [-2.8122, -2.5317, -5.3998], [-1.6411, -3.6676, -5.5641], [0.2433, 3.0866, -4.6334], [1.0824, 2.9120, -3.2119], [0.3082, 2.3970, -1.8233], [1.2457, 2.2365, -0.4496], [0.7698, 2.6101, 0.7430], [2.7763, 1.6328, -0.7044], [3.4724, 0.5458, 0.3399], [2.7273, -0.0402, 1.7009], [2.1922, -1.6044, 1.4601], [0.5859, -1.6512, 1.0101], [0.1269, -3.1788, 0.6317], [-0.8312, -3.9136, 1.7406], [-0.2760, -3.8665, 3.2821], [-0.6348, -2.4982, 4.1110], [-2.2018, -2.0217, 4.0217], [-2.2530, -0.6171, 4.5480], [-3.2721, 0.1692, 3.8306], [5.0087, 0.0476, -0.0946], [6.1268, -1.3887, 1.1882], [5.7713, 0.5619, -1.4575], [5.0696, 1.6388, -2.5227], [6.0237, 2.2396, -4.2067], [3.5501, 2.1554, -2.0875], [2.7213, 3.2087, -3.0740], [3.3012, 4.2225, -3.7384], [-4.9221, 3.9985, 1.3502], [-2.7448, 0.5846, -0.7754], [-1.3425, 1.0976, 0.3802], [-3.3233, 1.9741, -3.2302], [-3.3913, 3.1405, -5.6510], [-1.8302, 3.5643, -6.7665], [-2.9221, 1.4002, -7.7723], [-1.1771, 1.1097, -7.0839], [-3.8113, 0.3389, -5.3472], [-1.9464, -0.0389, -4.9384], [-3.7822, -1.4644, -7.2033], [-1.8234, -1.4757, -7.2978], [-3.8631, -3.0958, -5.4459], [-2.6786, -2.0421, -4.3216], [-0.8669, -3.5170, -4.6700], [-2.0964, -4.7607, -5.4760], [-1.0238, -3.5227, -6.5691], [0.8231, 3.4650, -5.5847], [1.8036, 0.5899, 2.0456], [3.5545, -0.1094, 2.5588], [2.4374, -2.3149, 2.3597], [2.7991, -1.9864, 0.5057], [0.5464, -1.0318, -0.0097], [-0.1190, -1.0870, 1.7545], [1.0595, -3.8544, 0.3240], [-0.5233, -3.0973, -0.3660], [-1.9206, -3.5143, 1.5888], [-0.8641, -5.0675, 1.4358], [-0.7261, -4.8187, 3.8327], [0.9062, -4.0057, 3.3404], [0.1012, -1.5897, 3.8700], [-0.4302, -2.7448, 5.2611], [-2.6453, -1.9651, 2.9404], [-2.8762, -2.6839, 4.7315], [-3.1063, 1.3151, 4.1212], [-4.3618, -0.1342, 4.2092], [-3.1914, 0.1266, 2.6594], [6.8598, 0.2040, -1.7605], [-4.0147, -6.2678, -6.4743], [-4.0132, -7.6153, -5.0636], [-5.2481, -7.5043, -4.1997], [-5.1087, -6.0063, -2.9587], [-3.0806, -7.4938, -4.5070], [-3.9955, -8.5755, -5.5888], [-5.3551, -8.3897, -3.5662], [-6.1678, -7.3595, -4.7733], [3.0764, -4.6383, 5.0336], [3.6269, -6.2680, 4.1134], [4.3609, -5.9509, 2.8311], [3.1228, -5.4106, 1.4244], [2.7267, -6.8689, 3.9621], [4.2877, -6.7822, 4.8184], [4.8605, -6.8434, 2.4432], [5.0940, -5.1465, 2.9379], [-5.4269, 2.2054, -2.7044], [-6.7041, 0.7759, -2.3425], [-6.2019, -0.5511, -2.8624], [-6.4046, -0.6729, -4.7982], [-7.6579, 1.0817, -2.7798], [-6.8005, 0.7511, -1.2524], [-6.8018, -1.3733, -2.4611], [-5.1470, -0.7337, -2.6394], [-2.1030, 4.8436, -0.9516], [-2.4132, 6.7072, -0.4653], [-1.7814, 7.6463, -1.4665], [0.1487, 7.7570, -1.2097], [-2.0366, 6.8386, 0.5522], [-3.5017, 6.8221, -0.4630], [-2.1470, 8.6670, -1.3203], [-1.9490, 7.3499, -2.5057], [1.7666, -1.5734, 6.4125], [0.9769, -1.7236, 8.1899], [1.0087, -3.1514, 8.6839], [-0.3759, -4.2252, 7.8276], [-0.0316, -1.3072, 8.1275], [1.5917, -1.0813, 8.8285], [0.7810, -3.1936, 9.7531], [1.9624, -3.6536, 8.4994], [1.9792, 11.4807, 1.0277], [2.9759, 10.2059, 2.1172], [2.4690, 8.7971, 1.9121], [0.7905, 8.5060, 2.8614], [2.9051, 10.5472, 3.1530], [4.0134, 10.2949, 1.7798], [3.1672, 8.0712, 2.3392], [2.2897, 8.5487, 0.8623], [11.0342, -0.3675, -7.2736], [9.5200, 0.8116, -6.9235], [9.8834, 1.8876, -5.9267], [9.9291, 1.1799, -4.1099], [8.6910, 0.1785, -6.5974], [9.2741, 1.2531, -7.8945], [9.1183, 2.6693, -5.9085], [10.8590, 2.3438, -6.1165], [1.4323, 0.0553, 11.0108], [-0.4073, 0.5761, 11.3986], [-1.1685, -0.5522, 12.0552], [-1.6819, -1.9092, 10.7519], [-0.8501, 0.9094, 10.4567], [-0.3229, 1.4303, 12.0778], [-2.1115, -0.1878, 12.4732], [-0.6005, -1.0608, 12.8391]]
}